Entry 1:
Computed, not measured: a molecular structure, C28H30BFN11O3Pd, with the ωB97M-V functional and the def2-TZVPD basis.

```
75
Properties=species:S:1:pos:R:3:lowdin_charge:R:1
Pd 1.15972 -2.11704 0.41516 1.30
C 1.58121 -3.77687 4.44906 0.00
C 1.22585 -2.66658 3.67864 -0.08
N 1.56670 -2.85006 2.41274 -0.05
N 2.15273 -4.07440 2.32769 0.00
C 2.15305 -4.64657 3.56004 -0.03
B 2.60854 -4.62787 0.97957 -0.63
N 1.36580 -4.89468 0.06108 0.03
C 1.15724 -5.75479 -0.93953 0.00
C -0.08061 -5.49563 -1.52819 0.03
C -0.56870 -4.41020 -0.84962 -0.08
N 0.26202 -4.06254 0.16196 0.00
N 3.54005 -3.62077 0.22639 0.01
C 4.56246 -3.86790 -0.60929 -0.03
C 4.98456 -2.68208 -1.18108 0.01
C 4.13396 -1.72209 -0.66398 -0.08
N 3.28609 -2.26868 0.21762 -0.03
N 3.44228 -5.92510 1.24864 0.06
C 4.57456 -5.98439 1.86952 0.03
C 4.92987 -7.39326 1.98938 0.17
C 3.83705 -8.06788 1.37227 -0.04
N 2.95008 -7.23026 0.92368 0.19
H 1.43626 -3.92131 5.50523 0.12
H 0.74427 -1.75279 3.98646 0.12
H 2.53924 -5.63665 3.73537 0.13
H 1.86511 -6.53274 -1.17143 0.13
H -0.54701 -6.04158 -2.33026 0.13
H -1.49499 -3.87693 -0.99022 0.14
H 4.94086 -4.86709 -0.75858 0.14
H 5.80031 -2.54004 -1.86865 0.13
H 4.11247 -0.66004 -0.84618 0.13
H 5.10912 -5.11035 2.21635 0.17
H 5.83333 -7.80734 2.41322 0.14
H 3.69758 -9.13186 1.24824 0.15
C -1.15341 3.72048 -4.20732 -0.04
C -2.15384 2.68050 -3.73829 -0.14
N -1.63570 1.89201 -2.58188 0.01
C -1.04444 0.73287 -2.82273 0.10
C -0.43426 -0.07281 -1.86438 0.02
C 0.12253 -1.37988 -2.40142 -0.59
O -0.28430 -1.74759 -3.48039 0.12
O 1.00537 -1.96632 -1.67424 -0.11
C -0.42008 0.32856 -0.52778 -0.25
O 0.09354 -0.31281 0.45477 -0.09
C -1.08128 1.59106 -0.23569 0.01
C -1.13356 2.06797 1.09722 0.13
C -1.72599 3.24319 1.39738 -0.16
F -1.82623 3.62968 2.66152 0.13
C -2.35924 4.04351 0.38171 -0.06
C -2.31101 3.54756 -0.95957 0.13
C -1.68489 2.35581 -1.26868 -0.09
N -2.97454 5.22356 0.63849 0.02
C -4.17816 5.64780 -0.11122 -0.06
C -4.24738 7.14853 -0.33892 -0.06
N -4.11391 7.88146 0.96449 0.08
C -2.83256 7.49119 1.64563 -0.05
C -2.77188 5.98966 1.89013 -0.07
H -1.57737 4.27373 -5.04426 0.10
H -0.23436 3.24767 -4.55226 0.10
H -0.89980 4.43236 -3.41950 0.08
H -2.37239 1.95252 -4.51612 0.14
H -3.11024 3.11514 -3.45557 0.12
H -1.04894 0.37302 -3.84651 0.17
H -0.71075 1.46602 1.89094 0.16
H -2.70748 4.16199 -1.74992 0.11
H -5.04136 5.29716 0.46538 0.17
H -4.22925 5.15682 -1.07627 0.13
H -5.19977 7.41423 -0.79446 0.16
H -3.43948 7.50219 -0.97835 0.15
H -4.91787 7.69077 1.57257 0.20
H -4.12574 8.89335 0.79695 0.21
H -2.77221 8.01508 2.59806 0.16
H -2.02279 7.83505 1.00354 0.15
H -3.51597 5.67783 2.62904 0.16
H -1.79004 5.77744 2.29663 0.15
```

Charge   +4
E_HOMO (alpha / beta)   -17.9552 / -18.1693 eV
Spin multiplicity   6
LUMO energy (alpha / beta)   -0.3867 / -0.5057 Ha

---

Entry 2:
Computed, not measured: a molecular structure, C28H30Br2CdN7O3S in a non-equilibrium geometry, with the ωB97M-V functional and the def2-TZVPD basis.

```
72
Properties=species:S:1:pos:R:3:lowdin_charge:R:1
Cd 12.78631 13.20035 9.45151 1.41
C 16.01498 12.93242 7.55240 -0.06
C 16.28356 12.91380 9.00285 -0.33
C 17.65812 12.88338 9.39299 -0.02
C 17.97420 12.80820 10.73799 -0.03
C 16.89622 12.84405 11.69067 -0.18
C 17.09854 12.71894 13.09348 -0.72
Br 18.75862 12.45484 13.81757 0.78
C 16.05832 12.75037 14.00018 -0.22
C 14.77070 13.03989 13.58007 -0.67
Br 13.45126 13.10434 14.86760 0.79
C 14.49923 13.23663 12.19879 -0.39
O 13.27052 13.52316 11.81610 -0.24
C 15.54719 13.03925 11.18977 -0.13
N 15.26630 13.01649 9.85835 0.10
H 16.87306 12.48237 7.03270 0.08
H 15.90396 13.96518 7.15664 0.09
H 15.11084 12.32080 7.32552 0.07
H 18.39371 12.84259 8.61667 0.10
H 19.00068 12.68324 11.03270 0.07
H 16.32430 12.60818 15.04560 0.08
C 10.67450 13.85062 6.58977 -0.10
N 12.01739 13.32349 6.82192 -0.31
C 12.12597 11.98291 6.24120 -0.10
C 13.00590 14.24445 6.30425 -0.22
C 13.03609 15.42338 7.24468 -0.31
C 12.82788 16.72318 6.77703 -0.10
C 12.78160 17.82796 7.60758 -0.12
C 12.82577 17.58555 8.98165 -0.13
C 13.05558 16.31664 9.47353 -0.17
C 13.06290 15.25454 8.61067 -0.21
H 10.54877 14.09964 5.51400 0.08
H 10.51255 14.81594 7.13090 0.10
H 9.88550 13.13163 6.84359 0.08
H 11.91953 12.06704 5.14197 0.09
H 11.42740 11.29516 6.73215 0.06
H 13.13557 11.61192 6.38609 0.05
H 12.73430 14.63488 5.30769 0.11
H 14.00880 13.75150 6.16981 0.10
H 12.79696 16.90140 5.68232 0.10
H 12.67984 18.83415 7.17539 0.09
H 12.69912 18.40026 9.71155 0.09
H 13.15733 16.19648 10.57337 0.10
C 14.13111 8.10769 7.44577 -0.10
C 12.77957 7.85220 8.18245 -0.24
C 12.52912 8.91232 9.20582 -0.62
N 13.07255 10.08888 9.11321 -0.01
N 12.92474 10.87510 10.20796 -0.08
C 12.28212 10.27084 11.20736 -0.69
N 12.14295 10.79929 12.43128 0.11
S 11.75995 8.64504 10.78091 1.05
H 14.29402 7.42002 6.59324 0.07
H 14.95823 7.97029 8.16648 0.07
H 14.15812 9.16257 7.12528 0.05
H 12.73899 6.85724 8.62014 0.09
H 11.97920 7.87538 7.43263 0.11
H 12.31457 11.80520 12.52657 0.05
H 11.68571 10.21306 13.14837 0.11
C 7.34408 10.47864 8.38234 -0.04
N 8.25114 11.34089 9.14289 -0.09
C 7.69878 12.39182 9.82716 -0.11
C 8.43407 13.44399 10.18617 0.00
C 9.89278 13.42603 9.90340 -0.54
O 10.62745 14.42274 10.02545 -0.07
N 10.40515 12.24816 9.43650 0.10
C 9.64484 11.24598 8.89416 -0.49
O 10.07174 10.24765 8.23259 -0.06
H 6.42200 10.40132 8.99943 0.09
H 7.85621 9.50288 8.25072 0.09
H 7.16180 10.90493 7.38045 0.09
H 6.62205 12.30844 10.00867 0.12
H 7.99837 14.34570 10.66158 0.11
```

Charge   -1
E_HOMO   -4.2572 eV
LUMO energy   0.0851 Ha

---

Entry 3:
Computed, not measured: a molecular structure, C28H30BrIN5STb in a non-equilibrium geometry, with the ωB97M-V functional and the def2-TZVPD basis.

```
67
Properties=species:S:1:pos:R:3:lowdin_charge:R:1
Tb -1.33640 -1.05356 -0.15867 1.36
C -2.26383 -0.12677 -4.10795 -0.03
C -2.76150 -0.87286 -2.90871 -0.31
C -2.29183 -2.15711 -2.58218 -0.15
C -2.89742 -2.89866 -1.55253 -0.16
C -3.95793 -2.34807 -0.82704 -0.11
C -4.41754 -1.06698 -1.13892 -0.09
C -3.82421 -0.34024 -2.16368 -0.04
H -3.02652 -0.15538 -4.88953 0.11
H -1.34995 -0.55738 -4.51462 0.06
H -2.09480 0.92588 -3.87852 0.09
H -1.56352 -2.63782 -3.23042 0.12
H -2.64671 -3.94708 -1.41945 0.12
H -4.48892 -2.94240 -0.09423 0.13
H -5.28402 -0.67579 -0.62483 0.13
H -4.25294 0.60361 -2.47498 0.14
C -0.62158 3.36642 4.08525 -0.07
C -1.28781 2.08559 4.57788 -0.22
N -2.15734 1.48806 3.57883 0.00
C -1.76634 0.60577 2.66282 -0.78
S -3.03362 -0.18320 1.75624 0.62
N -0.47145 0.37173 2.53894 0.01
N -0.11446 -0.65990 1.74639 -0.17
C 1.10192 -1.12931 1.82610 -0.25
C 2.15394 -0.51272 2.68899 0.00
C 1.32644 -2.40851 1.15278 -0.25
C 2.48394 -3.14785 1.40748 -0.02
C 2.61884 -4.41554 0.87294 -0.04
C 1.58538 -4.92353 0.09735 -0.02
C 0.46994 -4.13332 -0.12015 -0.11
N 0.32342 -2.89740 0.36861 -0.04
H 0.01749 3.76438 4.86854 0.08
H -1.36956 4.11394 3.83449 0.07
H -0.01348 3.16228 3.20654 0.05
H -1.89910 2.29765 5.45640 0.13
H -0.52488 1.35195 4.84901 0.11
H -3.15252 1.64917 3.65706 0.13
H 3.09457 -0.41166 2.15117 0.10
H 2.32336 -1.13151 3.57016 0.11
H 1.81029 0.46412 3.02380 0.08
H 3.25767 -2.73500 2.03091 0.12
H 3.50919 -4.99298 1.06276 0.13
H 1.64498 -5.90839 -0.33799 0.12
H -0.34770 -4.52055 -0.72020 0.11
Br 4.13105 -2.39987 -1.58897 0.80
C 4.20422 -0.59327 -2.14389 -0.71
C 5.43778 0.03193 -2.27999 -0.10
C 5.50645 1.34862 -2.69956 -0.04
C 4.34592 2.05716 -2.96625 -0.05
C 3.10996 1.44573 -2.82203 -0.14
C 3.04749 0.12607 -2.41300 -0.61
I 1.09760 -0.85041 -2.35950 1.04
H 6.33927 -0.52610 -2.07570 0.11
H 6.47204 1.81380 -2.82282 0.12
H 4.39854 3.07852 -3.30784 0.12
H 2.20183 1.98640 -3.03856 0.10
C -1.13031 4.02965 0.53582 -0.02
C -2.33831 3.41700 0.24376 -0.02
C -2.33049 2.12173 -0.24454 -0.18
N -1.20812 1.41570 -0.47159 -0.09
C -0.04669 2.02852 -0.18738 -0.17
C 0.03911 3.31115 0.32114 -0.04
H -1.10257 5.03990 0.91431 0.13
H -3.27662 3.92924 0.38748 0.12
H -3.26826 1.62126 -0.45562 0.07
H 0.86315 1.46930 -0.39535 0.07
H 1.00347 3.73888 0.54322 0.12
```

Charge   +2
E_HOMO (alpha / beta)   -13.4144 / -13.4048 eV
Spin multiplicity   7
LUMO energy (alpha / beta)   -0.2306 / -0.2278 Ha

---

Entry 4:
Computed, not measured: 2 unconnected molecules or ions with the total composition C28H30ClNO5 in a non-equilibrium geometry, with the ωB97M-V functional and the def2-TZVPD basis.

```
65
Properties=species:S:1:pos:R:3:lowdin_charge:R:1
C 7.04687 -3.67350 -1.39583 -0.03
O 5.75778 -4.09401 -0.88414 -0.05
C 4.93812 -3.15870 -0.34214 -0.22
C 3.62678 -3.55426 -0.00580 0.07
C 2.74328 -2.63028 0.49664 0.01
N 3.12671 -1.34728 0.71620 -0.03
C 2.25245 -0.39699 1.48570 -0.08
C 1.18415 0.33073 0.72302 -0.15
C 0.61592 -0.15761 -0.43497 0.03
C 0.37970 0.61052 -1.62823 -0.20
C 0.70773 1.99105 -1.73350 -0.02
C 0.25184 2.74968 -2.78102 0.02
C -0.31962 2.11733 -3.91451 -0.25
O -0.73073 2.93667 -4.91407 -0.08
C -1.60931 2.45288 -5.95160 -0.05
C -0.44192 0.70074 -3.93672 -0.01
C -0.16468 -0.01205 -2.78366 -0.01
C 0.64375 1.58391 1.33383 -0.41
C 1.32230 2.09568 2.57208 -0.01
O -0.33055 2.19135 0.87248 0.05
C 4.38121 -0.94573 0.38607 0.02
C 5.32023 -1.81983 -0.11233 0.04
H 7.41497 -4.54681 -1.93482 0.10
H 6.95179 -2.81885 -2.08057 0.10
H 7.73144 -3.42375 -0.57400 0.10
H 3.32643 -4.58651 -0.14552 0.14
H 1.71450 -2.87915 0.75718 0.16
H 1.80480 -0.95458 2.32697 0.15
H 2.95737 0.33033 1.90791 0.11
H 0.49549 -1.23883 -0.53854 0.11
H 1.29885 2.47418 -0.96072 0.12
H 0.32551 3.83643 -2.77489 0.13
H -2.02631 3.36730 -6.37680 0.09
H -1.03161 1.91180 -6.71239 0.09
H -2.40912 1.81401 -5.55116 0.10
H -0.77839 0.19134 -4.84236 0.11
H -0.33578 -1.08932 -2.75080 0.12
H 2.38451 2.27000 2.37675 0.08
H 0.86848 3.04395 2.86244 0.09
H 1.21613 1.37932 3.39341 0.09
H 4.60922 0.10435 0.57044 0.15
H 6.32801 -1.45514 -0.31035 0.12
C -1.31398 -1.64698 5.20460 -0.09
C -2.46067 -1.74773 4.22838 -0.26
O -2.09558 -1.03954 3.03088 -0.07
C -3.16573 -0.91482 2.17472 -0.53
C -2.87761 0.02970 1.11938 -0.04
C -3.88949 0.79371 0.52735 -0.24
C -5.27678 0.40951 0.52606 -0.06
C -6.25485 1.29325 0.07906 -0.72
Cl -7.89431 0.78631 0.03696 0.63
C -5.91954 2.58430 -0.37683 -0.16
C -4.56261 2.94394 -0.46058 -0.13
C -3.57151 2.05298 -0.08288 -0.07
O -4.20366 -1.54770 2.37593 0.01
H -1.40696 -2.43605 5.95279 0.07
H -0.33937 -1.73341 4.71371 0.06
H -1.36303 -0.68807 5.72948 0.07
H -2.68504 -2.79412 3.98379 0.12
H -3.35634 -1.28886 4.67464 0.13
H -1.84934 0.33193 0.97427 0.05
H -5.55317 -0.57946 0.88303 0.09
H -6.71000 3.26229 -0.69007 0.08
H -4.29012 3.93190 -0.83531 0.09
H -2.50862 2.29655 -0.17904 0.08
```

E_HOMO   -4.2162 eV
LUMO energy   -0.0724 Ha